[1]
Formula: C8H16CaLiO14Pb2S3
Source: the Open Molecules 2025 dataset
Level of theory: ωB97M-V with the def2-TZVPD basis set

Each line ends with the Löwdin charge.
Atoms and positions in Å:
Pb 4.78022 3.65503 3.21899  1.19
Pb 1.76810 -3.64246 1.55057  1.86
Li 5.10925 2.15336 -0.09478  0.84
Ca 3.49230 -0.24298 2.96762  1.53
O 3.60362 1.85779 1.66000  -0.77
C 2.41241 1.68292 0.80724  -0.27
C 2.01104 0.19499 0.41244  -0.32
O 2.10890 -0.98991 1.21780  -0.64
H 2.49245 2.21944 -0.13820  0.12
H 1.54123 2.00727 1.37639  0.10
H 2.64961 -0.07869 -0.42745  0.10
H 1.00320 0.19866 -0.00269  0.09
C 2.06834 0.61056 -4.11404  -0.20
C 0.83705 0.44569 -3.17255  -0.25
O -0.36108 0.52299 -3.87051  -0.18
S -0.00193 0.31623 -5.52223  0.80
O -0.85780 1.16392 -6.34831  -0.19
O 0.11381 -1.11479 -5.79333  -0.23
O 1.51242 1.01153 -5.32619  -0.18
H 2.67729 -0.27694 -4.28606  0.13
H 2.76672 1.39850 -3.83206  0.12
H 0.84415 1.20588 -2.39142  0.11
H 0.89936 -0.48851 -2.61445  0.10
C -1.31779 0.75448 2.55393  -0.16
C -1.19008 2.17686 3.09166  -0.16
O 0.02983 2.22861 3.72731  -0.18
S 0.28597 0.87690 4.54377  0.75
O -0.49801 0.72378 5.77046  -0.15
O 1.71433 0.51841 4.56948  -0.39
O -0.44616 -0.00298 3.36864  -0.20
H -0.95649 0.71730 1.52623  0.10
H -2.30471 0.43808 2.21631  0.15
H -1.99904 2.45904 3.76549  0.16
H -1.03890 2.94522 2.33346  0.16
C -3.92499 -3.22151 -0.95901  -0.10
C -4.25992 -1.91332 -0.08428  -0.10
O -3.19854 -1.97430 0.87743  -0.21
S -1.74368 -2.45235 0.23357  0.80
O -0.93515 -3.18872 1.22628  -0.44
O -1.03552 -1.26905 -0.39544  -0.28
O -2.48754 -3.41058 -0.95200  -0.18
H -4.42317 -3.20245 -1.92830  0.15
H -4.30709 -4.03995 -0.34886  0.13
H -5.26652 -1.92129 0.33379  0.15
H -4.16750 -1.05265 -0.74670  0.13

Calculated values
* multiplicity: 2
* Kohn-Sham gap: 3.63 eV
* strongest force on any atom: 5.41 eV/Å
* E: -3631.49077 hartree
* net charge: +4
* expectation value of S²: 0.75

---

[2]
Formula: C8H16Cl8F4MgN2O8S4
Source: the Open Molecules 2025 dataset
Level of theory: ωB97M-V with the def2-TZVPD basis set

Each line ends with the Löwdin charge.
Atoms and positions in Å:
Mg -19.10065 1.50684 -22.60552  1.14
N -22.14135 -0.89283 -20.73692  -0.18
S -22.21055 -0.10977 -19.37321  0.47
O -21.94924 1.34328 -19.40014  -0.29
O -22.16975 -0.87058 -18.14928  -0.26
F -23.85355 -0.01702 -19.45704  -0.22
S -20.42029 -0.88447 -20.57434  0.64
O -19.85432 -1.70631 -19.52402  -0.25
O -19.70501 0.30950 -21.03068  -0.39
F -20.08600 -1.85467 -21.85958  -0.20
N -17.31292 1.42827 -22.52388  -0.37
S -16.13214 2.59958 -23.06703  0.60
O -15.64201 2.31162 -24.39491  -0.24
O -15.42156 3.39221 -22.08062  -0.23
F -17.30949 3.67403 -23.41865  -0.25
S -16.12333 0.50579 -22.02402  0.48
O -15.50303 0.91675 -20.78023  -0.28
O -15.35191 -0.20476 -23.00778  -0.19
F -17.14307 -0.61548 -21.47594  -0.23
Cl -16.27852 -1.78595 -15.36016  0.70
C -16.73336 -2.84429 -16.76153  -0.52
C -17.22450 -1.98221 -17.94697  -0.51
Cl -15.84428 -1.27082 -18.83882  0.95
H -17.55960 -3.53232 -16.58250  0.11
H -15.85254 -3.46335 -16.93190  0.08
H -17.87436 -1.17949 -17.59849  0.10
H -17.68950 -2.69298 -18.63011  0.09
Cl -17.29643 2.84964 -28.97326  0.57
C -16.39784 1.94300 -27.73628  -0.66
C -17.37404 1.24763 -26.78120  -0.62
Cl -18.35737 2.53637 -26.01852  0.59
H -15.80916 2.65888 -27.16263  0.06
H -15.76039 1.16260 -28.15189  0.09
H -16.79713 0.61964 -26.10230  0.07
H -18.01244 0.54470 -27.31639  0.08
Cl -14.44204 6.42493 -21.64592  0.56
C -15.84564 6.75061 -20.55970  -0.64
C -17.16730 6.46349 -21.31238  -0.66
Cl -18.39222 7.14027 -20.23559  0.58
H -15.72515 7.73080 -20.09837  0.07
H -15.69036 6.03527 -19.75208  0.06
H -17.34006 5.39198 -21.41304  0.04
H -17.24760 6.94060 -22.28911  0.08
Cl -12.40185 3.28800 -25.87581  0.48
C -12.24741 4.08176 -24.21602  -0.58
C -12.02535 5.62498 -24.29347  -0.62
Cl -13.24284 6.52717 -25.27995  0.50
H -11.44388 3.62063 -23.64174  0.07
H -13.15207 3.84807 -23.65471  0.03
H -11.07577 5.80684 -24.79680  0.06
H -12.06297 6.09129 -23.30897  0.04

Calculated values
* multiplicity: 2
* Kohn-Sham gap (spin up / spin down): 6.35 / 1.97 eV
* strongest force on any atom: 10.78 eV/Å
* E: -6899.15088 hartree
* net charge: +1
* expectation value of S²: 0.75

---

[3]
Formula: C8H16ClFeO20S4
Source: the Open Molecules 2025 dataset
Level of theory: ωB97M-V with the def2-TZVPD basis set

Each line ends with the Löwdin charge.
Atoms and positions in Å:
Fe -16.17800 19.65295 -4.29723  1.30
Cl -16.74329 21.44633 -3.40561  0.74
O -15.73936 21.47846 -4.43932  -0.25
O -17.64767 20.41987 -3.75126  -0.31
O -16.19033 21.09299 -2.16766  -0.12
O -17.39413 22.71078 -3.36905  -0.36
C -16.20003 23.99866 -5.66853  -0.21
C -14.82515 23.63159 -5.50700  -0.22
O -14.32678 23.30257 -6.77906  -0.15
S -15.47012 23.24513 -8.00287  0.88
O -15.40531 21.92892 -8.65501  -0.23
O -15.48224 24.54044 -8.77546  -0.21
O -16.63168 23.28329 -6.77547  -0.41
H -16.09378 25.01852 -6.03827  0.18
H -16.86099 23.98820 -4.80185  0.11
H -14.59584 22.76994 -4.88004  0.11
H -14.18210 24.43813 -5.15477  0.16
C -20.20098 21.53090 -6.04402  -0.17
C -19.04380 21.82939 -5.00673  -0.13
O -18.06017 22.62202 -5.71296  -0.27
S -18.39633 22.75476 -7.32826  0.85
O -17.32607 22.26505 -8.20643  -0.34
O -19.07712 24.05927 -7.63036  -0.20
O -19.55042 21.55411 -7.22884  -0.18
H -20.89136 22.37152 -6.11370  0.14
H -20.63563 20.54693 -5.86800  0.14
H -18.67795 20.89055 -4.59100  0.04
H -19.38504 22.32036 -4.09536  0.13
C -18.23647 22.79016 -1.01117  -0.22
C -18.67181 21.62609 -0.16344  -0.14
O -20.00063 21.92826 0.30407  -0.17
S -20.60195 23.25118 -0.49251  0.79
O -21.42989 24.18689 0.26672  -0.19
O -21.07576 22.88572 -1.87633  -0.27
O -19.12614 23.88446 -0.70486  -0.23
H -18.41882 22.50096 -2.04616  0.08
H -17.18920 23.00545 -0.79908  0.13
H -17.94981 21.47681 0.63939  0.15
H -18.78924 20.70662 -0.73693  0.13
C -16.25831 24.28454 -2.74568  -0.18
C -17.48632 25.12057 -2.14701  -0.15
O -16.79858 26.22116 -1.68356  -0.15
S -15.44182 25.67442 -0.99461  0.69
O -15.79857 24.91748 0.18282  -0.22
O -14.53752 26.80366 -0.83793  -0.21
O -14.97464 24.67167 -2.15982  -0.15
H -16.20439 24.27936 -3.83433  0.07
H -16.44608 23.25478 -2.44166  0.03
H -18.00219 24.67610 -1.29588  0.05
H -18.28284 25.41311 -2.83117  0.16

Calculated values
* multiplicity: 5
* Kohn-Sham gap (spin up / spin down): 5.73 / 4.86 eV
* strongest force on any atom: 11.48 eV/Å
* E: -5134.46834 hartree
* relative energy (zero: lowest compared OMol25 entry of this formula, charge and spin): 357.8 kcal per mole
* net charge: +1
* expectation value of S²: 6.01

---

[4]
Formula: C8H16ErN2PS
Source: the Open Molecules 2025 dataset
Level of theory: ωB97M-V with the def2-TZVPD basis set

Each line ends with the Löwdin charge.
Atoms and positions in Å:
C -0.98006 0.33344 -1.47880  -0.31
C -1.37919 1.54032 -2.19620  -0.16
C -0.31860 2.48707 -2.20594  -0.15
C 0.72430 1.94314 -1.42061  -0.16
C 0.38726 0.58981 -0.97055  -0.37
Er -0.93664 -0.29852 1.17621  0.37
P 0.20764 -2.59173 0.54652  0.58
H -1.30506 -0.69283 -1.69934  0.06
H -2.42750 1.69209 -2.44415  0.07
H -0.39965 3.50725 -2.58529  0.08
H 1.10803 -0.22507 -0.81968  0.04
H 1.57948 2.43880 -0.96157  0.08
H 1.43159 -2.93399 -0.17750  -0.10
H -0.71492 -3.36755 -0.26544  -0.10
H 0.31902 -3.53595 1.63770  -0.12
C 1.34839 -0.76681 5.95781  -0.06
N 1.17004 -0.75791 4.49843  -0.04
C 0.63444 0.26322 3.81082  -0.82
S 1.20675 0.62809 2.17443  0.55
N -0.39480 0.98505 4.35811  -0.06
C -1.42292 0.29972 5.19705  -0.10
H 1.00465 0.17428 6.39221  0.09
H 2.41228 -0.90863 6.16194  0.09
H 0.78792 -1.60790 6.37590  0.09
H 1.86859 -1.27314 3.94802  0.13
H -0.84470 1.61201 3.67167  0.10
H -1.30126 0.54202 6.27166  0.08
H -2.39120 0.68909 4.84896  0.08
H -1.38699 -0.79478 5.02262  0.08

Calculated values
* multiplicity: 4
* Kohn-Sham gap (spin up / spin down): 4.26 / 4.79 eV
* strongest force on any atom: 2.98 eV/Å
* E: -2178.27503 hartree
* relative energy (zero: lowest compared OMol25 entry of this formula, charge and spin): 0.0 kcal per mole
* expectation value of S²: 3.78

---

[5]
Formula: C8H16N2
Source: the Open Molecules 2025 dataset
Level of theory: ωB97M-V with the def2-TZVPD basis set

Each line ends with the Löwdin charge.
Atoms and positions in Å:
C -3.05362 0.55134 0.20331  -0.02
C -1.94372 0.72701 -0.48841  -0.10
C -0.63232 -0.35077 -0.33760  -0.56
C -0.42466 -0.95246 -1.72000  -0.03
N -0.80442 -1.35393 0.64570  0.08
C 0.34971 0.72263 0.01639  -0.25
C 0.21474 1.38627 1.38039  -0.06
C 1.89609 -0.04991 0.04327  -0.35
C 2.90592 0.34582 -0.73459  -0.01
N 1.96723 -1.22128 0.78916  0.08
H -3.16321 -0.23738 0.93638  0.05
H -3.96899 1.07503 -0.03523  0.05
H -1.88271 1.47090 -1.27372  0.10
H -1.30085 -1.53216 -2.00927  0.08
H -0.27564 -0.16869 -2.45790  0.09
H 0.45904 -1.58605 -1.69012  0.08
H -0.83515 -1.01342 1.60115  0.08
H -1.38075 -2.12183 0.32780  0.10
H 0.42948 1.46329 -0.77665  0.13
H 1.08770 2.00696 1.56959  0.08
H 0.16078 0.66035 2.18901  0.07
H -0.67941 2.00676 1.42197  0.07
H 3.86045 -0.16671 -0.74035  0.04
H 2.81679 1.19249 -1.39480  0.04
H 1.30657 -1.26927 1.55279  0.06
H 2.89095 -1.58501 0.98176  0.09

Calculated values
* multiplicity: 1
* Kohn-Sham gap: 8.70 eV
* strongest force on any atom: 5.65 eV/Å
* E: -423.85472 hartree
* structure (SMILES): C=C[C@](C)(N)[C@@H](C)C(=C)N
* relative energy (zero: lowest compared OMol25 entry of this formula, charge and spin): 53.3 kcal per mole

---

[6]
Formula: C8H16N2O
Source: the Open Molecules 2025 dataset
Level of theory: ωB97M-V with the def2-TZVPD basis set

Each line ends with the Löwdin charge.
Atoms and positions in Å:
C -0.04842 0.08418 1.35097  -0.42
C 0.00165 1.00967 0.23945  -0.16
C -2.41036 -0.44689 0.00544  -0.41
C 0.84407 0.27006 2.53819  -0.03
C 1.61374 -0.25715 -1.06456  -0.08
C 0.97662 2.00267 -1.79060  -0.08
C -1.51484 -2.67400 -0.09562  -0.02
C 1.33418 1.11051 -0.59557  -0.39
N -0.69862 -1.01830 1.41494  0.15
N -1.58854 -1.34441 0.44286  -0.16
O -2.80922 0.57435 0.47604  0.10
H -0.74436 0.76826 -0.45741  0.06
H -2.90876 -0.87182 -0.92534  0.15
H 1.85896 0.47300 2.14814  0.09
H 0.86767 -0.56875 3.24277  0.08
H 0.47737 1.06178 3.07952  0.04
H 1.46067 -0.95906 -0.29850  0.06
H 2.47841 -0.34662 -1.61952  0.06
H 0.76407 -0.44641 -1.73448  0.09
H 0.67649 1.48950 -2.65131  0.06
H 1.70838 2.62155 -2.27826  0.07
H 0.25307 2.74743 -1.62491  0.06
H -1.96366 -2.62085 -1.10352  0.09
H -0.40250 -2.96686 0.00535  0.12
H -2.13047 -3.32113 0.66651  0.13
H 2.17807 1.52827 -0.06976  0.13
H -0.27366 2.10103 0.69919  0.18

Calculated values
* multiplicity: 3
* Kohn-Sham gap (spin up / spin down): 5.67 / 7.90 eV
* strongest force on any atom: 8.30 eV/Å
* E: -498.93362 hartree
* relative energy (zero: lowest compared OMol25 entry of this formula, charge and spin): 23.0 kcal per mole
* expectation value of S²: 2.01

---

[7]
Formula: C8H16N2O2
Source: the Open Molecules 2025 dataset
Level of theory: ωB97M-V with the def2-TZVPD basis set

Each line ends with the Löwdin charge.
Atoms and positions in Å:
C 1.42757 -1.12074 -1.19763  -0.09
C -0.00856 -1.18196 -1.47280  -0.10
C -0.86641 -0.56140 -0.38395  -0.26
C 1.18268 0.95893 0.03100  -0.30
C 0.81756 1.95071 -1.03731  -0.05
C 1.51257 1.45372 1.44749  -0.07
C -2.87171 0.64174 0.42530  0.00
C -0.23476 -2.27227 1.31404  0.03
N 1.87139 -0.22705 -0.32336  -0.26
N -1.91661 0.28727 -0.69831  0.02
O 3.04446 -0.37981 0.20614  -0.11
O -1.14978 -1.27089 0.74585  -0.11
H 2.05716 -1.80530 -1.51554  0.07
H -0.10677 -0.63757 -2.37086  0.10
H -0.32740 -2.15433 -1.64387  0.10
H 1.64018 2.62918 -1.06503  0.09
H -0.07612 2.40503 -0.78395  0.05
H 0.72204 1.55692 -1.94485  0.03
H 2.60963 1.46224 1.72832  0.08
H 1.10115 0.54774 2.00819  0.07
H 0.98766 2.34993 1.91731  0.09
H -2.56532 1.51334 0.83595  0.05
H -3.75664 0.63774 -0.14736  0.07
H -2.94607 -0.28056 1.06628  0.11
H -0.19865 -2.02697 2.30520  0.06
H 0.72734 -2.27390 0.81480  0.09
H -0.93443 -3.14760 1.21169  0.12
H -1.74213 0.94586 -1.47273  0.14

Calculated values
* multiplicity: 1
* Kohn-Sham gap: 6.78 eV
* strongest force on any atom: 5.20 eV/Å
* E: -574.15715 hartree
* relative energy (zero: lowest compared OMol25 entry of this formula, charge and spin): 113.3 kcal per mole